(1)
Density functional theory data (ωB97M-V/def2-TZVPD) for a structure of composition C13H17B11Br6N2O4RhS at a distorted geometry.

```
55
Properties=species:S:1:pos:R:3:nbo_charge:R:1
Rh -0.92603 0.45404 -0.82639 1.062
C -2.50074 -2.44462 -0.90596 -0.286
N -2.69843 -1.00835 -0.97177 -0.319
C -3.83875 -0.46469 -0.99836 0.101
C -3.85418 0.98944 -1.12617 0.275
C -4.88550 1.86980 -1.65145 -0.256
C -4.36157 3.09973 -1.66894 -0.069
C -2.99099 3.03996 -1.05343 0.174
N -2.78043 1.62353 -0.79418 -0.393
C -1.59659 -2.85000 -2.04752 0.025
C -1.92370 -3.85954 -2.93833 -0.224
C -1.04251 -4.17886 -3.96429 -0.183
C 0.15285 -3.49122 -4.10756 -0.186
C 0.47601 -2.46533 -3.22709 -0.178
C -0.40404 -2.16626 -2.20686 -0.229
H -3.44970 -2.98346 -0.93839 0.219
H -2.00615 -2.66792 0.04512 0.251
H -4.77094 -1.02323 -0.93755 0.230
H -5.85938 1.55130 -1.98960 0.264
H -4.78760 4.02697 -2.02155 0.266
H -3.03521 3.52640 -0.06488 0.250
H -2.85692 -4.39907 -2.82947 0.221
H -1.29931 -4.96907 -4.65703 0.232
H 0.84128 -3.75547 -4.89871 0.233
H 1.40467 -1.91956 -3.33109 0.232
H -0.16675 -1.38528 -1.47466 0.141
Br -0.83280 -0.23737 1.66636 0.224
B 1.03449 0.22181 2.17719 -0.088
B 1.43579 1.12490 3.63651 -0.091
C 2.88610 1.91520 3.24037 -0.517
B 1.68529 1.85507 2.03846 -0.132
B 3.40694 1.71269 1.63548 -0.089
B 4.22072 0.89304 2.98448 -0.089
B 3.00546 0.53270 4.22373 -0.066
B 1.82294 -0.61505 3.54930 -0.118
Br 0.86268 -1.92147 4.61785 0.012
B 3.57701 -0.76938 3.13953 -0.079
Br 4.65746 -2.24632 3.78092 0.031
B 3.82726 -0.02092 1.50616 -0.118
Br 5.18176 -0.65437 0.26828 0.019
B 2.24085 0.58558 0.93638 -0.056
Br 1.77047 0.51335 -1.00266 0.177
B 2.32649 -0.97303 1.84587 -0.077
Br 1.90633 -2.65618 0.95425 -0.004
H 0.66719 1.58872 4.39653 0.107
H 3.07784 2.86894 3.70651 0.335
H 1.07904 2.81034 1.72686 0.115
H 3.96047 2.57745 1.06308 0.112
H 5.30275 1.22579 3.29792 0.120
H 3.27560 0.63053 5.36294 0.112
O -0.30081 2.58437 -0.44705 -0.873
S -0.53917 2.97177 -1.85875 2.571
O 0.32663 3.94649 -2.38827 -0.829
O -0.70393 1.72791 -2.63959 -0.893
O -2.00025 3.65825 -1.83254 -0.666
```

Calculated values
- Net charge: +1


(2)
Density functional theory data (ωB97M-V/def2-TZVPD) for a structure of composition C32H18N7O2PbS2 at a distorted geometry.

```
62
Properties=species:S:1:pos:R:3:nbo_charge:R:1
Pb 0.28833 0.44227 1.93689 1.472
O -1.07672 4.29617 2.73467 -0.569
C -1.01005 3.17830 2.23580 0.733
O -0.77629 2.08558 2.94750 -0.915
C -1.24626 3.01846 0.74873 0.084
C -2.01921 4.12396 0.25202 -0.198
C -2.31756 4.11052 -1.08518 -0.117
C -1.98722 2.93949 -1.79223 -0.116
C -2.41250 2.76106 -3.14215 -0.204
C -2.02744 1.70668 -3.91716 -0.139
C -1.06971 0.66800 -3.48349 -0.245
C -0.63452 0.75996 -1.95327 -0.101
C -1.18231 1.94344 -1.21219 0.305
N -0.76670 1.98553 0.07178 -0.512
H -2.35232 4.87957 0.96677 0.275
H -3.00298 4.85955 -1.54722 0.238
H -2.97140 3.53725 -3.63842 0.228
H -2.32546 1.67367 -4.93515 0.218
H -1.47376 -0.37031 -3.60872 0.233
H -1.07690 -0.11394 -1.44283 0.222
S 3.38766 0.29909 1.97951 0.307
C 3.43653 0.73329 3.60807 -0.277
C 4.70901 1.24558 4.03165 0.178
N 5.74392 1.65191 4.38784 -0.142
C 2.42628 0.51710 4.57460 -0.195
S 1.05161 -0.48206 4.46121 0.187
C 2.86430 0.81342 5.92281 0.173
N 3.23170 1.09676 6.98027 -0.129
C 3.17895 -3.71723 -0.38094 -0.266
C 2.38825 -2.79686 0.30071 0.036
N 1.78394 -1.74230 -0.29696 -0.447
C 1.82693 -1.67801 -1.65886 0.135
C 2.31957 -2.83176 -2.42154 -0.094
C 3.06336 -3.85654 -1.78210 -0.106
C 2.06405 -2.84862 -3.82466 -0.168
C 1.36847 -1.80812 -4.45179 -0.196
C 0.99627 -0.64045 -3.75748 -0.014
C 0.31457 0.61418 -4.28071 -0.268
C 1.15170 1.78489 -3.82895 -0.201
C 1.33439 1.77157 -2.52489 -0.030
N 0.87708 0.64058 -1.75073 -0.491
C 1.28558 -0.57550 -2.39546 0.195
H 3.92516 -4.28331 0.16201 0.234
H 2.27349 -2.80096 1.36078 0.187
H 3.49491 -4.66693 -2.40146 0.240
H 2.49995 -3.70984 -4.40821 0.229
H 1.05268 -1.97455 -5.48005 0.227
H 0.03396 0.45807 -5.34095 0.244
H 1.26983 2.69093 -4.38389 0.240
H 1.86498 2.54788 -1.96747 0.220
N -5.65093 -3.76901 4.57832 -0.200
C -4.78958 -3.21210 4.04236 0.230
C -3.65997 -2.55387 3.46073 -0.093
C -2.49600 -3.19960 3.05308 -0.196
C -1.37079 -2.39353 2.78710 0.053
N -1.49672 -1.05752 2.68066 -0.576
C -2.59834 -0.43207 3.17402 0.048
C -3.75549 -1.17076 3.37863 -0.176
H -2.37169 -4.28963 2.90573 0.263
H -0.41171 -2.82478 2.36246 0.224
H -2.44658 0.64126 3.33357 0.260
H -4.73031 -0.67578 3.67482 0.264
```

Calculated values
- Net charge: +1
- Energy relative to the best compared isomer or geometry (same formula, charge and spin): 60.0 kcal per mole


(3)
Density functional theory data (ωB97M-V/def2-TZVPD) for a cluster of 2 separate species, C6H9N5O2 in total at a distorted geometry.

```
22
Properties=species:S:1:pos:R:3:nbo_charge:R:1
C -0.98476 0.37097 1.56069 -0.397
N -0.49456 -0.94467 1.24829 -0.330
C -0.17326 -1.86140 2.16059 0.174
N 0.15439 -2.98887 1.58513 -0.403
C 0.33220 -2.76363 0.26052 -0.046
C 0.87143 -3.57847 -0.81282 0.638
O 1.28636 -4.69895 -0.77920 -0.547
N 0.89056 -2.83590 -2.00407 -0.592
C 0.53405 -1.54708 -2.23694 0.191
N 0.05480 -0.71585 -1.32236 0.085
O -0.20329 0.52830 -1.42079 -0.578
C -0.07391 -1.43259 0.06745 0.271
H -0.22854 1.11012 1.28657 0.224
H -1.93664 0.65978 1.07517 0.228
H -1.17267 0.38434 2.57278 0.208
H -0.36822 -1.93108 3.20022 0.220
H 1.52676 -3.13391 -2.72492 0.424
H 0.88694 -1.05651 -3.17059 0.225
N -0.04905 3.38582 -0.49813 -1.051
H -0.96140 3.17340 -0.22282 0.346
H 0.51479 2.95393 0.18900 0.340
H 0.14683 2.93082 -1.36181 0.371
```

Calculated values
- Net charge: 0
- Energy relative to the best compared isomer or geometry (same formula, charge and spin): 32.9 kcal per mole


(4)
Density functional theory data (ωB97M-V/def2-TZVPD) for a cluster of 2 separate species, C2H4NO2 in total at a distorted geometry.

```
9
Properties=species:S:1:pos:R:3:nbo_charge:R:1
C -1.15903 -1.03602 0.67185 -0.198
C 0.22491 -0.83630 0.22950 -0.484
N 1.10090 2.94007 0.86509 -0.044
O 0.53868 3.38466 -0.15209 -0.299
O -0.50881 -2.01531 -0.13224 -0.610
H -1.22494 -1.46835 1.78816 0.134
H -2.10331 -0.40768 0.26298 0.125
H 0.35817 -0.26793 -0.70726 0.080
H 0.57479 2.02384 1.05858 0.296
```

Calculated values
- Net charge: -1
- Energy relative to the best compared isomer or geometry (same formula, charge and spin): 186.1 kcal per mole


Values of energy, in order: -466466.3335, -74909.0277, -17910.7136, -7717.5422, all in eV.